[1]
16
Properties=species:S:1:pos:R:3:forces:R:3 method="wB97M-V/def2-TZVPD" homo_lumo_gap_ha=0.468 mol_weight_g_mol=60.140 homo_energy_ev=-11.57 e_tot_ha=-159.578213 largest_force_ev_per_a=0.9 total_charge=0 spin_multiplicity=1
C 2.2642 1.9288 0.4017 -0.07 0.17 0.26
C 0.9755 1.1487 0.1810 -0.10 0.39 -0.31
H 2.1611 2.9876 0.1492 0.01 -0.14 -0.19
H 2.5400 1.9056 1.4555 0.08 -0.05 0.06
H 3.0911 1.5019 -0.1657 0.00 0.07 -0.03
H 1.0484 0.1590 0.6210 0.01 -0.11 -0.09
H 0.7370 1.0657 -0.8831 0.15 -0.21 0.04
H 0.1086 1.6534 0.6106 0.09 0.00 0.25
C -1.7496 -1.6788 -1.0241 -0.70 0.56 0.10
C -1.4947 -1.4079 0.4607 -0.30 -0.70 0.46
H -1.8592 -2.7357 -1.2524 0.15 -0.07 0.01
H -2.7019 -1.2095 -1.2867 0.05 -0.06 -0.19
H -1.0144 -1.2278 -1.6887 0.22 -0.18 0.11
H -2.4244 -1.2634 1.0241 0.02 0.31 -0.32
H -0.8374 -0.5675 0.6445 -0.10 0.05 -0.02
H -1.0894 -2.2839 0.9665 0.48 -0.02 -0.14

---

[2]
16
Properties=species:S:1:pos:R:3:forces:R:3 method="wB97M-V/def2-TZVPD" homo_lumo_gap_ha=0.453 mol_weight_g_mol=60.140 homo_energy_ev=-11.22 e_tot_ha=-159.562170 largest_force_ev_per_a=3.0 total_charge=0 spin_multiplicity=1
C -2.0544 0.1526 -0.9541 0.70 -0.38 0.44
C -1.4315 1.4983 -1.2690 0.77 0.56 0.03
H -3.0315 0.0788 -1.4190 -0.20 -0.15 0.20
H -1.4395 -0.6827 -1.2877 -0.04 -0.02 -0.40
H -2.1067 -0.0076 0.1348 -0.35 0.20 -0.34
H -1.5905 1.8270 -2.3003 -0.56 0.10 0.24
H -0.3406 1.5700 -1.2047 0.04 -0.63 0.30
H -1.7598 2.2242 -0.5231 -0.34 0.30 -0.47
C 1.3216 -1.4225 1.3971 1.44 0.06 1.31
C 2.1215 -0.2134 0.8842 -2.04 0.53 -2.11
H 2.0375 -2.2171 1.1609 -0.53 -0.47 0.16
H 1.1983 -1.4616 2.4959 -0.21 0.18 -0.51
H 0.3821 -1.6318 0.8977 -0.05 0.28 -0.11
H 3.0836 -0.0104 1.3170 0.36 -0.35 0.14
H 2.1421 -0.4823 -0.1789 1.26 0.01 -0.09
H 1.6166 0.7524 0.6921 -0.26 -0.24 1.20

---

[3]
16
Properties=species:S:1:pos:R:3:forces:R:3 method="wB97M-V/def2-TZVPD" homo_lumo_gap_ha=0.466 mol_weight_g_mol=60.140 homo_energy_ev=-11.52 e_tot_ha=-159.574779 largest_force_ev_per_a=1.3 total_charge=0 spin_multiplicity=1
C -0.1078 0.6389 -2.5705 -0.60 -1.13 0.17
C -1.0378 0.7337 -1.3593 -0.03 0.30 -0.01
H 0.5633 -0.2109 -2.4518 0.48 0.24 0.27
H -0.6738 0.3168 -3.4456 -0.08 0.56 -0.23
H 0.4456 1.5556 -2.7396 0.02 0.02 -0.19
H -1.4268 -0.2319 -1.0256 -0.02 0.04 -0.32
H -1.8863 1.4010 -1.5544 0.14 -0.16 0.05
H -0.4982 1.1405 -0.5109 0.08 0.15 0.22
C 0.0143 -1.1590 1.8114 -0.33 -0.07 0.79
C 1.1778 -0.2021 2.0858 -0.29 0.35 -0.03
H 0.2483 -2.2008 2.0150 0.47 -0.19 -0.72
H -0.8219 -1.0588 2.5050 -0.06 0.63 0.05
H -0.3788 -0.9821 0.8155 -0.02 -0.43 -0.06
H 1.9951 -0.6417 2.6598 -0.02 -0.03 -0.24
H 0.8599 0.6872 2.6231 -0.20 0.01 0.29
H 1.5270 0.2136 1.1419 0.46 -0.30 -0.04

---

[4]
16
Properties=species:S:1:pos:R:3:forces:R:3 method="wB97M-V/def2-TZVPD" homo_lumo_gap_ha=0.464 mol_weight_g_mol=60.140 homo_energy_ev=-11.53 e_tot_ha=-159.536255 largest_force_ev_per_a=5.5 total_charge=0 spin_multiplicity=1
C -1.3000 -2.2480 0.1927 2.24 -2.35 -0.78
C 0.2375 -2.2195 0.4873 -0.89 1.26 -0.01
H -1.6851 -1.3725 0.7155 -0.73 -0.45 -0.33
H -1.3876 -2.2787 -0.9355 -0.64 0.42 1.39
H -1.5704 -3.3003 0.6100 -0.46 2.13 -0.70
H 0.8709 -2.9268 0.0071 0.34 -0.15 -1.50
H 0.3514 -2.5976 1.4430 0.08 -0.42 2.54
H 0.6442 -1.1982 0.5542 0.07 -0.46 -0.60
C -0.0444 2.4320 -0.8745 4.16 3.41 0.95
C 1.0196 2.0712 0.1677 -0.59 -0.38 1.26
H 0.3000 3.2337 -1.5633 0.03 -0.35 0.43
H -0.1647 1.6269 -1.4320 -1.13 -3.66 -2.60
H -0.8813 2.7994 -0.4572 -3.22 0.82 1.44
H 1.2020 2.7351 1.0698 -0.97 -0.83 -0.91
H 0.8821 0.9913 0.4234 -0.04 1.00 0.52
H 1.9622 2.0738 -0.2741 1.76 0.01 -1.09

---

[5]
16
Properties=species:S:1:pos:R:3:forces:R:3 method="wB97M-V/def2-TZVPD" homo_lumo_gap_ha=0.473 mol_weight_g_mol=60.140 homo_energy_ev=-11.73 e_tot_ha=-159.572373 largest_force_ev_per_a=1.9 total_charge=0 spin_multiplicity=1
C -0.3699 1.5310 0.0759 0.37 -0.42 -0.02
C -1.0143 2.8676 -0.2272 -0.67 0.70 0.27
H -0.9901 0.6384 0.0091 -0.45 0.23 0.03
H 0.4489 1.3332 -0.6070 0.21 0.02 -0.16
H 0.0593 1.5277 1.0749 0.08 0.02 0.10
H -1.9307 2.8605 -0.8236 0.30 -0.39 -0.30
H -1.3428 3.3852 0.6742 0.11 -0.13 0.27
H -0.3114 3.5554 -0.6917 0.05 -0.04 -0.18
C 1.3765 -1.8077 -0.0673 -1.42 -1.04 0.79
C 0.0450 -2.5961 0.1717 0.50 -0.33 -0.66
H 1.3174 -1.0983 0.7534 0.69 0.69 -0.44
H 2.2427 -2.4507 0.0804 0.07 0.13 -0.12
H 1.3561 -1.3700 -1.0625 0.32 0.22 0.19
H -0.7389 -2.1389 -0.4301 -0.24 0.16 0.34
H -0.2120 -2.5967 1.2327 -0.15 0.03 -0.18
H 0.0643 -3.6407 -0.1628 0.24 0.15 0.08

---

[6]
16
Properties=species:S:1:pos:R:3:forces:R:3 method="wB97M-V/def2-TZVPD" homo_lumo_gap_ha=0.474 mol_weight_g_mol=60.140 homo_energy_ev=-11.86 e_tot_ha=-159.582330 largest_force_ev_per_a=1.0 total_charge=0 spin_multiplicity=1
C -2.6320 0.7679 1.1598 0.02 -0.33 -0.52
C -2.2361 -0.7141 1.1227 -0.13 0.30 0.43
H -1.8864 1.3458 0.6075 -0.06 0.11 0.18
H -3.5930 0.9614 0.6842 -0.07 -0.09 0.00
H -2.6927 1.1330 2.1795 0.09 0.09 0.13
H -2.9214 -1.3425 1.6847 -0.21 0.04 0.17
H -1.2675 -0.7996 1.6248 0.03 -0.29 -0.40
H -2.2293 -1.1302 0.1143 0.34 0.18 0.01
C 2.5096 -0.3617 -0.4515 -0.66 0.49 -0.54
C 2.3773 0.2887 -1.8467 0.31 -0.39 0.56
H 1.6768 -1.0539 -0.3011 0.15 -0.02 0.11
H 3.4427 -0.8891 -0.3030 0.20 -0.10 -0.04
H 2.4204 0.4282 0.2963 0.11 -0.15 0.14
H 3.2209 0.9410 -2.0507 0.07 0.17 -0.03
H 1.4661 0.8757 -1.8785 -0.13 0.12 -0.14
H 2.3445 -0.4505 -2.6424 -0.06 -0.11 -0.06

---

[7]
16
Properties=species:S:1:pos:R:3:forces:R:3 method="wB97M-V/def2-TZVPD" homo_lumo_gap_ha=0.463 mol_weight_g_mol=60.140 homo_energy_ev=-11.51 e_tot_ha=-159.556217 largest_force_ev_per_a=3.8 total_charge=0 spin_multiplicity=1
C 0.4712 1.7000 -1.0075 3.72 0.28 0.61
C 1.9486 1.5523 -1.6259 -1.41 0.47 1.12
H 0.4143 0.8899 -0.2959 -1.11 -0.60 -0.33
H 0.5779 2.5691 -0.3492 -0.74 0.22 -0.40
H -0.1999 1.8101 -1.8391 -0.73 -0.15 0.28
H 2.7023 1.2176 -0.9044 -0.36 -0.07 0.03
H 2.2418 2.5482 -1.9242 0.29 0.07 -0.64
H 1.8928 0.8488 -2.4304 0.33 -0.22 -0.66
C -0.6142 -2.0142 1.0274 -0.02 1.69 -1.64
C -1.8438 -1.3055 1.6172 -0.73 0.04 0.86
H 0.2809 -1.3853 0.9042 -0.40 0.26 0.21
H -0.2133 -2.8975 1.4934 -0.59 -0.49 0.35
H -0.9417 -2.1781 -0.0103 0.57 -0.76 0.22
H -1.7291 -0.4013 2.2220 0.76 -0.35 0.32
H -2.3977 -2.0312 2.2160 -0.07 0.15 0.17
H -2.5900 -0.9227 0.9070 0.50 -0.52 -0.50

---

[8]
16
Properties=species:S:1:pos:R:3:forces:R:3 method="wB97M-V/def2-TZVPD" homo_lumo_gap_ha=0.469 mol_weight_g_mol=60.140 homo_energy_ev=-11.61 e_tot_ha=-159.574108 largest_force_ev_per_a=1.4 total_charge=0 spin_multiplicity=1
C -0.4030 1.2980 -1.0446 -1.00 0.82 -0.50
C -0.8146 0.3227 -2.1541 0.35 0.13 0.12
H -1.2516 1.5852 -0.4295 -0.17 -0.46 0.46
H 0.3893 0.8887 -0.4345 0.15 0.26 0.09
H -0.1537 2.2872 -1.4314 0.69 -0.21 -0.30
H -1.5534 -0.4034 -1.8202 0.18 -0.20 0.18
H 0.1005 -0.1858 -2.4614 -0.27 -0.25 -0.31
H -1.2647 0.7969 -3.0264 0.16 0.21 0.05
C 1.3261 -0.6192 1.7899 -0.10 -0.27 -0.20
C -0.0976 -1.0191 1.3746 0.39 0.19 0.47
H 1.6943 -1.3019 2.5552 -0.06 -0.05 0.08
H 2.0287 -0.7032 0.9598 0.04 0.25 0.00
H 1.3543 0.3707 2.2389 0.12 0.20 -0.27
H -0.4393 -0.6222 0.4257 0.26 -0.13 -0.08
H -0.7711 -0.5897 2.1125 -0.32 -0.45 0.16
H -0.1443 -2.1048 1.3455 -0.41 -0.04 0.05

---

[9]
16
Properties=species:S:1:pos:R:3:forces:R:3 method="wB97M-V/def2-TZVPD" homo_lumo_gap_ha=0.463 mol_weight_g_mol=60.140 homo_energy_ev=-11.49 e_tot_ha=-159.569279 largest_force_ev_per_a=1.5 total_charge=0 spin_multiplicity=1
C 0.8467 2.5107 0.4778 -0.04 -0.75 0.39
C -0.2996 1.6876 1.0877 0.14 -0.19 0.29
H 0.4810 3.5218 0.3283 0.31 0.20 0.07
H 1.7165 2.4779 1.1328 0.08 0.38 -0.11
H 1.1472 2.1382 -0.4974 0.08 -0.16 -0.05
H -0.8017 1.0819 0.3430 -0.41 0.22 0.00
H -0.1516 1.0446 1.9596 1.12 -0.36 -0.38
H -0.9330 2.3814 1.5827 -1.30 0.74 -0.18
C -0.0892 -2.7964 -1.0887 -0.50 -0.05 0.17
C -0.3958 -1.3996 -0.5460 0.24 -0.14 0.13
H 0.7720 -2.8142 -1.7519 0.18 -0.12 0.19
H 0.0067 -3.4716 -0.2358 0.56 -0.10 -0.23
H -0.9203 -3.2130 -1.6563 -0.16 0.16 -0.10
H -0.8805 -1.5014 0.4257 -0.31 0.20 -0.14
H -1.0157 -0.8111 -1.2233 0.00 0.01 0.10
H 0.5173 -0.8368 -0.3384 0.01 -0.04 -0.16

---

[10]
16
Properties=species:S:1:pos:R:3:forces:R:3 method="wB97M-V/def2-TZVPD" homo_lumo_gap_ha=0.459 mol_weight_g_mol=60.140 homo_energy_ev=-11.40 e_tot_ha=-159.565389 largest_force_ev_per_a=1.8 total_charge=0 spin_multiplicity=1
C 0.8897 1.4758 -1.2247 -0.24 0.30 1.18
C 1.0196 1.4122 -2.7479 0.24 -1.28 0.85
H 0.4427 2.4063 -0.8627 0.21 0.10 -0.16
H 0.3278 0.7064 -0.6904 -0.49 -0.21 -0.78
H 1.8465 1.3641 -0.7044 0.22 0.34 -0.41
H 0.9434 0.3606 -3.0359 0.14 0.03 -0.20
H 2.0379 1.7233 -2.9621 -0.17 0.33 -0.62
H 0.2523 1.9243 -3.3166 0.09 0.41 0.11
C -0.8468 -1.1762 1.2118 0.36 -1.74 -0.47
C -1.0664 -1.5222 2.6706 -0.34 -0.48 1.04
H -0.8796 -2.1450 0.6821 -0.06 0.10 0.11
H -1.6782 -0.6533 0.7488 0.26 0.68 0.17
H 0.1557 -0.8567 0.9346 -0.20 0.84 0.24
H -1.9314 -2.1911 2.7058 -0.10 0.19 0.23
H -0.2801 -2.0911 3.1782 0.31 -0.10 -0.69
H -1.2331 -0.7374 3.4129 -0.24 0.48 -0.58

---

[11]
16
Properties=species:S:1:pos:R:3:forces:R:3 method="wB97M-V/def2-TZVPD" homo_lumo_gap_ha=0.458 mol_weight_g_mol=60.140 homo_energy_ev=-11.38 e_tot_ha=-159.568389 largest_force_ev_per_a=1.8 total_charge=0 spin_multiplicity=1
C 0.4033 2.4083 1.6820 -0.18 0.72 -0.35
C -0.2941 2.1306 0.3510 0.37 0.26 -0.11
H 1.4382 2.6857 1.4764 0.05 -0.15 0.19
H -0.0407 3.2486 2.2212 0.00 -0.09 -0.01
H 0.3886 1.5399 2.3206 0.00 -0.23 0.30
H 0.1685 2.6911 -0.4623 -0.26 0.29 0.06
H -0.1161 1.1164 0.0915 0.13 -1.01 -0.30
H -1.3718 2.2503 0.3166 -0.11 0.30 0.25
C 0.3832 -2.9072 -0.9661 1.11 -1.25 -0.53
C -0.4868 -1.6775 -1.0709 -0.57 -0.33 1.73
H 1.0353 -3.1322 -1.8221 -0.27 0.61 -0.21
H 1.1071 -2.8877 -0.1604 -0.07 0.33 0.48
H -0.1199 -3.8649 -0.8481 -0.59 0.14 0.12
H -0.0961 -0.8887 -0.4391 0.72 0.56 -0.70
H -1.3974 -1.8128 -0.4715 -0.31 -0.44 -0.64
H -0.7345 -1.3809 -2.0730 -0.03 0.30 -0.27

---

[12]
16
Properties=species:S:1:pos:R:3:forces:R:3 method="wB97M-V/def2-TZVPD" homo_lumo_gap_ha=0.456 mol_weight_g_mol=60.140 homo_energy_ev=-11.28 e_tot_ha=-159.570136 largest_force_ev_per_a=2.5 total_charge=0 spin_multiplicity=1
C 1.5470 0.0431 -2.1547 1.18 -0.97 -0.72
C 1.6742 0.0577 -0.6568 -0.86 1.90 1.41
H 2.4770 0.2405 -2.7017 0.13 0.24 0.41
H 1.3130 -0.9653 -2.5121 -0.55 0.20 0.02
H 0.8464 0.7824 -2.5203 -0.40 -0.07 0.07
H 2.3214 -0.5972 -0.0820 0.10 -0.55 -0.64
H 1.9238 1.0562 -0.2702 0.59 0.10 -0.47
H 0.6830 0.0498 -0.1971 -0.11 -0.83 -0.25
C -1.0443 0.0822 1.9196 -0.62 0.41 -0.18
C -2.1069 -0.2282 0.8722 -0.25 -0.36 -0.58
H -0.0739 -0.2189 1.5464 0.19 -0.26 0.49
H -0.9952 1.1407 2.1871 0.03 0.05 -0.34
H -1.3441 -0.4063 2.8406 0.43 -0.34 0.17
H -3.0214 0.3381 1.0056 -0.15 0.15 0.16
H -2.3883 -1.2827 0.8966 0.00 -0.05 0.24
H -1.8117 -0.0920 -0.1732 0.30 0.37 0.19

---

[13]
16
Properties=species:S:1:pos:R:3:forces:R:3 method="wB97M-V/def2-TZVPD" homo_lumo_gap_ha=0.472 mol_weight_g_mol=60.140 homo_energy_ev=-11.69 e_tot_ha=-159.576247 largest_force_ev_per_a=1.4 total_charge=0 spin_multiplicity=1
C 2.1189 -0.2654 -1.0127 -0.11 0.11 0.19
C 0.9586 -1.0902 -1.5755 -0.06 0.62 1.20
H 3.0050 -0.3479 -1.6438 -0.03 0.14 0.03
H 1.8318 0.7841 -0.9219 0.11 0.03 -0.18
H 2.3921 -0.5660 -0.0014 0.08 -0.24 -0.02
H 0.1750 -1.1702 -0.8156 0.07 -0.08 0.05
H 1.2978 -2.1045 -1.7745 -0.27 0.08 -0.67
H 0.4832 -0.5093 -2.3636 0.20 -0.67 -0.61
C -2.1794 0.9449 0.9133 -0.19 -0.96 0.87
C -0.8954 0.4101 1.5499 0.77 0.14 0.05
H -2.1953 2.0163 0.7505 0.15 0.09 -0.06
H -2.4571 0.4069 0.0125 0.18 0.16 -0.31
H -2.9558 0.6950 1.6382 -0.36 0.27 -0.18
H -0.8904 0.5216 2.6316 -0.22 0.18 0.14
H 0.0052 0.9265 1.2232 0.04 0.10 -0.27
H -0.6942 -0.6518 1.3899 -0.36 0.02 -0.24

---

[14]
16
Properties=species:S:1:pos:R:3:forces:R:3 method="wB97M-V/def2-TZVPD" homo_lumo_gap_ha=0.437 mol_weight_g_mol=60.140 homo_energy_ev=-10.83 e_tot_ha=-159.533708 largest_force_ev_per_a=5.1 total_charge=0 spin_multiplicity=1
C -0.8676 -2.4606 -0.5139 2.24 -1.64 0.50
C -1.9321 -1.7301 0.2423 -1.39 -1.31 0.60
H -0.5332 -3.4631 0.0857 -0.74 2.37 -1.68
H -1.1727 -2.7296 -1.5323 -0.01 -0.16 0.34
H 0.0351 -1.8282 -0.6534 -0.31 -0.54 0.25
H -2.9004 -1.9210 -0.2539 0.21 0.31 0.57
H -1.9638 -2.1098 1.2607 -0.41 -0.42 0.08
H -1.8265 -0.7024 0.4609 0.42 1.41 -0.66
C 0.8934 2.6325 0.2214 0.09 4.15 -1.36
C 1.8695 1.5731 -0.0466 4.45 -0.65 2.50
H 0.8524 2.9930 1.2194 0.21 0.00 1.08
H 0.8493 3.6741 -0.3806 0.82 -2.42 0.75
H -0.0344 2.2451 -0.0007 -2.36 -0.88 -0.24
H 2.9921 1.8110 -0.1343 -1.56 0.70 -0.33
H 1.6750 1.0197 -0.9311 -0.44 -1.01 -0.34
H 2.0639 0.9963 0.9564 -1.21 0.09 -2.06

---

[15]
16
Properties=species:S:1:pos:R:3:forces:R:3 method="wB97M-V/def2-TZVPD" homo_lumo_gap_ha=0.465 mol_weight_g_mol=60.140 homo_energy_ev=-11.54 e_tot_ha=-159.559538 largest_force_ev_per_a=3.5 total_charge=0 spin_multiplicity=1
C 1.9022 0.2354 -0.6200 -0.34 2.43 -0.42
C 1.7198 0.7937 -2.0580 0.46 -0.65 -0.43
H 2.1966 1.1818 -0.1179 0.06 -0.99 0.56
H 0.9412 -0.0224 -0.2030 -0.14 -0.53 0.21
H 2.6524 -0.5207 -0.4633 0.13 -0.25 -0.15
H 0.6777 0.9622 -2.3310 0.00 -0.05 0.17
H 2.1571 0.1664 -2.8440 -0.16 -0.07 0.19
H 2.2345 1.7484 -2.1334 -0.03 0.09 -0.12
C -1.4636 -1.0435 1.8115 -0.22 0.27 0.65
C -2.2443 -0.0296 0.9080 2.12 -2.38 -1.48
H -0.4582 -0.6599 2.0210 -0.13 -0.16 -0.10
H -1.9340 -1.1519 2.7962 0.00 0.03 -0.17
H -1.3535 -2.0626 1.4191 -0.16 0.37 -0.17
H -2.3442 -0.5371 -0.0797 -0.70 0.19 0.61
H -3.2023 0.2548 1.2950 -0.13 0.66 0.06
H -1.4814 0.6850 0.5994 -0.77 1.04 0.58

---

[16]
16
Properties=species:S:1:pos:R:3:forces:R:3 method="wB97M-V/def2-TZVPD" homo_lumo_gap_ha=0.464 mol_weight_g_mol=60.140 homo_energy_ev=-11.50 e_tot_ha=-159.568503 largest_force_ev_per_a=1.9 total_charge=0 spin_multiplicity=1
C 1.5514 1.7839 0.5617 -1.85 0.43 -0.44
C 1.2738 1.6565 -0.9362 1.48 -1.11 -0.37
H 1.5395 2.8471 0.7966 0.55 0.04 0.25
H 0.6534 1.4066 1.0659 0.42 -0.24 0.36
H 2.4509 1.2849 0.8967 0.07 -0.03 0.04
H 1.0506 0.6296 -1.2466 -0.36 0.00 0.35
H 2.2281 1.8021 -1.4594 -0.34 0.61 -0.23
H 0.4882 2.2952 -1.3180 0.02 0.27 0.05
C -0.8163 -2.1304 0.3083 1.67 0.51 0.79
C -2.0380 -1.2493 0.0995 -0.33 -1.25 -0.54
H -0.0560 -2.0273 -0.4726 -0.54 -0.46 -0.49
H -0.1655 -1.8217 1.1372 -0.55 0.13 0.37
H -1.0548 -3.1686 0.5218 0.02 -0.09 -0.35
H -1.9983 -0.8259 -0.9016 -0.08 0.56 0.20
H -2.2315 -0.5304 0.8867 0.11 0.23 -0.11
H -2.8757 -1.9522 0.0597 -0.29 0.41 0.12